Record 1
ORCA calculation (the ωB97M-V functional and the def2-TZVPD basis) on C26H38ClGeN3O2Si3Tc as an isolated structure.

Output
* HOMO-LUMO gap (spin up / spin down): 5.93 / 5.85 eV
* HOMO level (spin up / spin down): -16.0 / -16.0 eV
* total charge: +3
* LUMO level (spin up / spin down): -10.1 / -10.1 eV
* energy above the lowest of the compared OMol25 structures with the same formula, charge and spin: 11.6 kJ/mol

Element x y z (Å)
Tc1 1.36697 -0.39428 0.40238
Cl1 7.13157 -3.31755 3.37674
C1 5.77524 -2.84381 2.44615
C2 5.74997 -3.12568 1.06574
C3 4.67327 -2.78481 0.27856
C4 3.58165 -2.12742 0.84273
O1 2.51455 -1.88177 0.07778
C5 3.60630 -1.80164 2.23182
C6 2.57416 -1.10705 2.88087
O2 1.53926 -0.58873 2.33813
C7 4.71813 -2.19935 3.02382
H1 6.59978 -3.63074 0.62435
H2 4.65567 -3.02906 -0.77434
H3 2.62284 -0.99356 3.96398
H4 4.72675 -1.98068 4.08392
N1 -0.18603 8.48331 -5.32700
C8 0.10198 7.65619 -4.58570
C9 0.45516 6.61080 -3.66509
C10 0.53412 5.29431 -4.11319
C11 0.86016 4.28374 -3.22550
C12 1.08715 4.60826 -1.89749
C13 1.02454 5.91331 -1.43588
C14 0.71298 6.92196 -2.33106
N2 1.39636 3.55323 -0.96520
C15 2.36685 3.59728 0.01758
C16 2.30758 2.41492 0.66961
N3 1.29808 1.63890 0.10298
C17 0.78193 2.37727 -0.88898
H5 0.35585 5.07176 -5.15585
H6 0.97560 3.26655 -3.57759
H7 1.20069 6.14722 -0.39417
H8 0.66232 7.94972 -1.99999
H9 3.01465 4.44831 0.13656
H10 2.89227 2.07275 1.50689
H11 -0.02986 2.08595 -1.53228
C18 -0.31298 -4.72242 -0.12549
Si1 -1.23734 -3.55437 1.00215
C19 -0.51652 -3.48102 2.72438
C20 -3.07591 -3.84589 1.04799
Ge1 -0.65574 -1.48305 -0.18687
Si2 -3.43176 0.67707 2.75961
C21 -3.14162 2.31468 2.00828
C22 -2.35687 0.07368 4.10272
C23 -4.80077 -0.33490 2.11184
Si3 -1.45705 -1.33266 -2.53043
C24 -0.60426 -2.79474 -3.31519
C25 -3.30898 -1.47379 -2.38698
C26 -0.95079 0.29388 -3.29303
H12 -0.16863 -5.66123 0.41729
H13 0.67781 -4.36654 -0.41729
H14 -0.87947 -4.94724 -1.02964
H15 -0.15594 -4.46940 3.01869
H16 -1.27133 -3.18694 3.45632
H17 0.32309 -2.79173 2.80102
H18 -3.23808 -4.90379 1.27652
H19 -3.58390 -3.64583 0.10529
H20 -3.55858 -3.27531 1.84188
H21 -2.43787 2.92151 2.57572
H22 -4.09156 2.85044 1.91510
H23 -2.76167 2.18745 0.98817
H24 -1.48391 -0.42270 3.65589
H25 -2.86751 -0.65469 4.73428
H26 -1.98606 0.89881 4.71312
H27 -4.78719 -0.37013 1.01884
H28 -5.74180 0.16171 2.38550
H29 -4.82124 -1.34471 2.51697
H30 -1.20314 -3.70156 -3.22398
H31 0.38896 -3.00055 -2.91316
H32 -0.48185 -2.58445 -4.38114
H33 -3.62599 -2.33361 -1.79679
H34 -3.73402 -1.59954 -3.38719
H35 -3.75091 -0.56847 -1.96592
H36 0.10912 0.50812 -3.14199
H37 -1.55244 1.12168 -2.91069
H38 -1.11378 0.25262 -4.37310

Record 2
ORCA calculation (the ωB97M-V functional and the def2-TZVPD basis) on C39H42N7O2S3Si2V as an isolated structure.

Output
* HOMO-LUMO gap (spin up / spin down): 5.11 / 5.64 eV
* spin multiplicity: 2
* HOMO level (spin up / spin down): -9.8 / -9.8 eV
* total charge: +1
* LUMO level (spin up / spin down): -4.7 / -4.1 eV
* energy above the lowest of the compared OMol25 structures with the same formula, charge and spin: 0.0 kJ/mol

Element x y z (Å)
V1 -0.73368 0.29177 0.48162
C1 0.54965 -2.51490 3.26077
Si1 1.65987 -1.89927 1.87758
C2 1.58335 -3.08521 0.43335
C3 3.38363 -1.87469 2.61518
C4 1.20825 -0.13730 1.27685
C5 0.74321 0.82245 2.28331
C6 0.96400 0.87984 3.67154
C7 0.49990 1.96961 4.36351
C8 -0.22720 2.97372 3.70372
C9 -0.50066 2.81545 2.37289
N1 -0.02823 1.75358 1.69022
Si2 2.71692 0.76725 0.43185
C10 4.02603 -0.38828 -0.24782
C11 3.53507 1.77889 1.78173
C12 2.16793 1.94899 -0.88277
H1 1.15797 -3.11974 3.93790
H2 -0.24753 -3.15237 2.88003
H3 0.07869 -1.73594 3.85873
H4 1.41068 -4.10051 0.80015
H5 2.50824 -3.09864 -0.14448
H6 0.77721 -2.83385 -0.25780
H7 3.57881 -2.87218 3.01842
H8 3.47440 -1.16986 3.44503
H9 4.16999 -1.65262 1.89565
H10 1.54494 0.11009 4.15943
H11 0.70343 2.06288 5.42254
H12 -0.58115 3.84718 4.23142
H13 -1.09127 3.52168 1.80536
H14 4.84080 -0.51425 0.46675
H15 4.44001 0.09656 -1.13672
H16 3.66078 -1.36236 -0.56430
H17 3.91673 1.15470 2.59316
H18 2.87872 2.53803 2.21212
H19 4.38821 2.30210 1.34087
H20 1.53704 1.45034 -1.61735
H21 3.05536 2.31402 -1.40728
H22 1.64546 2.81081 -0.47769
N2 -4.64788 -9.14513 -0.02372
C13 -4.22790 -8.07653 0.00473
C14 -3.70072 -6.73786 0.04203
C15 -4.41445 -5.69731 -0.54583
C16 -3.90601 -4.41033 -0.50668
C17 -2.69010 -4.15988 0.12145
C18 -1.98420 -5.20241 0.71407
C19 -2.48270 -6.49264 0.67074
C20 -2.14230 -2.77911 0.19247
C21 -2.18907 -2.13887 1.45400
C22 -2.93437 -2.53009 2.55696
C23 -2.89039 -1.47582 3.48365
C24 -2.12718 -0.48440 2.91470
N3 -1.66742 -0.87138 1.68289
C25 -1.69158 -2.17638 -0.94775
C26 -1.79439 -2.68163 -2.27368
C27 -1.40602 -1.69149 -3.12976
C28 -1.00900 -0.60488 -2.33222
N4 -1.17185 -0.85610 -1.01682
H23 -5.36266 -5.90016 -1.02405
H24 -4.45889 -3.59390 -0.95373
H25 -1.03991 -5.00258 1.20487
H26 -1.93690 -7.30882 1.12322
H27 -3.46933 -3.46134 2.65124
H28 -3.36656 -1.43526 4.44908
H29 -1.88414 0.48662 3.31978
H30 -2.13753 -3.67167 -2.52815
H31 -1.34992 -1.72266 -4.20429
H32 -0.68670 0.36117 -2.67657
O1 -0.23151 2.35623 -3.44815
S1 -0.65492 3.18980 -2.34810
O2 0.20927 4.24543 -1.92539
N5 -1.08214 2.20507 -1.05707
C29 -2.34298 2.38011 -0.74042
S2 -2.96222 1.51052 0.56137
C30 -3.10119 3.30960 -1.60787
C31 -4.43431 3.67400 -1.54393
C32 -4.90799 4.56182 -2.50152
C33 -4.06843 5.06705 -3.49070
C34 -2.72712 4.70347 -3.55308
C35 -2.28165 3.81563 -2.59792
H33 -5.08107 3.27489 -0.77366
H34 -5.94504 4.86769 -2.47999
H35 -4.46579 5.75604 -4.22375
H36 -2.06940 5.10059 -4.31393
C36 4.79984 -1.47466 -4.29514
N6 3.96796 -0.30351 -4.49925
C37 4.32724 0.80781 -5.24633
C38 3.29417 1.67052 -5.20373
N7 2.31780 1.07659 -4.42934
C39 2.72560 -0.13544 -3.98634
S3 1.85929 -1.20198 -3.00346
H37 5.26974 -1.74860 -5.23720
H38 4.16331 -2.28530 -3.95113
H39 5.56458 -1.27353 -3.54553
H40 5.27886 0.87380 -5.74222
H41 3.16444 2.63836 -5.65212
H42 1.41114 1.46394 -4.21060

Record 3
ORCA calculation (the ωB97M-V functional and the def2-TZVPD basis) on a 2-piece molecular cluster, C6H15NOS overall in a non-equilibrium geometry.

Output
* HOMO-LUMO gap: 9.05 eV
* HOMO level: -8.4 eV
* LUMO level: 0.6 eV
* energy above the lowest of the compared OMol25 structures with the same formula, charge and spin: 457.2 kJ/mol

Element x y z (Å)
C1 0.94768 -0.47552 0.58707
C2 1.18234 -0.75591 2.16057
C3 1.55588 1.09148 0.30129
C4 2.18811 -0.58509 -1.48413
C5 -2.98566 0.27769 0.61829
C6 2.21112 -0.05566 -0.15905
N1 -2.84191 -0.21002 -1.97777
O1 -1.30188 1.64729 -0.98635
S1 -1.68300 0.25580 -0.75887
H1 1.74859 0.20450 2.53166
H2 0.23206 -0.55887 2.71423
H3 1.82659 -1.64058 2.46729
H4 -0.06189 -0.85290 0.36908
H5 1.89880 1.67375 1.13071
H6 0.85155 1.67431 -0.31034
H7 1.75031 0.22252 -2.19612
H8 3.26145 -0.80678 -1.83035
H9 1.56653 -1.48963 -1.43335
H10 -3.91407 0.85567 0.32770
H11 -3.29114 -0.68107 0.99831
H12 -2.54759 0.80940 1.40456
H13 3.05281 -0.35475 0.55806
H14 -2.61914 -0.93539 -2.54245
H15 -3.02755 0.68978 -2.49001

Record 4
ORCA calculation (the ωB97M-V functional and the def2-TZVPD basis) on a 4-piece molecular cluster, C20H45FN4O6P overall in a non-equilibrium geometry.

Output
* HOMO-LUMO gap: 5.92 eV
* HOMO level: -3.5 eV
* total charge: -1
* LUMO level: 2.4 eV

Element x y z (Å)
C1 -0.06059 2.29149 2.07258
C2 -1.46660 1.58642 1.59518
C3 -1.21817 0.31507 0.53796
C4 0.06756 -0.62957 0.97086
P1 0.13427 -2.32091 0.07379
C5 1.05168 -1.68329 -1.51755
C6 0.10194 -0.77769 -2.49886
C7 0.88852 0.64478 -2.79477
N1 2.40445 0.62989 -3.05310
O1 0.28385 1.83532 -2.85926
O2 -0.64684 -3.11278 1.45758
C8 0.37675 -3.48916 2.48510
C9 1.90864 -3.35492 1.93947
C10 2.96054 -2.28600 2.58442
C11 2.73788 -1.92073 4.16165
F1 4.32067 -2.93771 2.50210
O3 1.73712 -2.79747 0.55624
H1 0.64926 1.57569 2.67337
H2 -0.34874 3.17559 2.80646
H3 0.51207 2.78748 1.15033
H4 -2.03588 2.40505 0.93854
H5 -2.19187 1.30491 2.47623
H6 -2.24616 -0.28711 0.56046
H7 -1.05563 0.82839 -0.52476
H8 0.04759 -0.70028 2.14717
H9 1.05460 -0.04361 0.64618
H10 -1.20241 -1.94440 -0.40444
H11 -0.13374 -3.55270 -0.65418
H12 1.48798 -2.66186 -2.03710
H13 1.99809 -1.09234 -1.09365
H14 0.04509 -1.33565 -3.55220
H15 -1.00515 -0.64632 -2.14410
H16 2.68665 1.41358 -3.68631
H17 2.91401 0.67469 -2.12752
H18 0.28843 -4.64935 2.74819
H19 0.01676 -2.91908 3.43946
H20 2.38961 -4.39547 1.70155
H21 3.03108 -1.33648 1.89798
H22 1.71606 -2.24901 4.62283
H23 2.86518 -0.73791 4.25707
H24 3.61417 -2.38180 4.81004
C12 -4.52054 -1.78708 -0.87918
O4 -3.61585 -1.85322 -1.70109
N2 -5.54206 -0.86126 -0.88765
C13 -6.57807 -0.84931 0.12367
C14 -5.58156 0.13171 -1.94110
H25 -4.58565 -2.49470 -0.03624
H26 -7.54829 -0.98644 -0.36239
H27 -6.55811 0.11523 0.63895
H28 -6.42597 -1.64930 0.85340
H29 -5.64427 -0.37703 -2.90762
H30 -4.65907 0.71907 -1.91135
H31 -6.44351 0.79308 -1.81640
C15 -3.93331 4.88713 0.60643
O5 -3.85094 3.66603 0.62852
N3 -2.98652 5.74283 0.08482
C16 -3.15876 7.18033 0.09668
C17 -1.78058 5.18769 -0.49384
H32 -4.80951 5.41279 1.02050
H33 -3.14083 7.54713 -0.93361
H34 -2.33723 7.63025 0.66142
H35 -4.10862 7.45980 0.56067
H36 -2.05479 4.52264 -1.31811
H37 -1.25526 4.60531 0.26887
H38 -1.12808 5.98337 -0.86405
C18 5.72557 -0.71197 -1.13556
O6 4.79386 -0.31944 -0.44549
N4 5.95386 -2.02181 -1.50014
C19 7.08246 -2.40637 -2.32147
C20 5.03639 -3.04703 -1.04796
H39 6.48202 -0.01489 -1.53225
H40 6.71029 -2.88000 -3.23446
H41 7.69963 -3.11681 -1.76410
H42 7.68922 -1.53717 -2.58974
H43 4.03304 -2.81473 -1.41706
H44 5.01736 -3.05033 0.04588
H45 5.34498 -4.03025 -1.41396

Record 5
ORCA calculation (the ωB97M-V functional and the def2-TZVPD basis) on a 7-piece molecular cluster, C42H42Cl2N7O13S overall.

Output
* HOMO-LUMO gap: 7.56 eV
* HOMO level: -12.1 eV
* total charge: +1
* LUMO level: -4.5 eV

Element x y z (Å)
C1 1.70233 4.38572 1.05314
C2 1.86284 3.10364 0.31057
O1 2.86239 2.66887 -0.15379
N1 0.59260 2.34338 0.06625
C3 0.58024 1.66370 -1.27236
S1 0.09637 1.27629 1.20900
Cl1 -0.50776 2.36424 2.74660
C4 1.53589 0.38614 1.84259
C5 2.41769 0.98708 2.95291
C6 3.82986 1.33690 2.48048
Cl2 2.46227 -0.21952 4.28558
H1 1.28668 4.23487 2.04992
H2 1.01432 5.02926 0.49959
H3 2.67520 4.86400 1.12631
H4 0.30092 2.40019 -2.01893
H5 1.56482 1.25755 -1.49268
H6 -0.17180 0.87966 -1.28221
H7 1.07962 -0.54840 2.17438
H8 2.11173 0.17776 0.93541
H9 1.93765 1.85188 3.40673
H10 3.92767 2.41034 2.31500
H11 4.56940 1.01393 3.20602
H12 4.06184 0.84603 1.53794
C7 6.48384 -4.18315 -1.83520
C8 5.46736 -4.24853 -0.88976
C9 5.37873 -3.29091 0.10704
C10 6.32430 -2.28013 0.13058
C11 7.35304 -2.19749 -0.79028
C12 7.42584 -3.16416 -1.78143
N2 6.22702 -1.24663 1.17421
O2 5.30391 -1.32547 1.97050
O3 7.05594 -0.36193 1.18475
H13 6.53908 -4.93561 -2.61066
H14 4.74737 -5.05562 -0.92761
H15 4.60407 -3.32565 0.85836
H16 8.07299 -1.39517 -0.72852
H17 8.22063 -3.11967 -2.51326
C13 -5.19246 -1.05539 0.84154
C14 -6.01890 -0.53945 -0.14784
C15 -5.48768 0.22750 -1.17343
C16 -4.12347 0.45031 -1.18139
C17 -3.27836 -0.05458 -0.20858
C18 -3.82454 -0.80736 0.81720
N3 -3.53958 1.29058 -2.23723
O4 -4.27740 1.80661 -3.04234
O5 -2.32454 1.44704 -2.21668
H18 -5.61760 -1.66326 1.62833
H19 -7.07943 -0.74561 -0.12979
H20 -6.11322 0.64063 -1.95101
H21 -2.21999 0.15030 -0.26566
H22 -3.18632 -1.21572 1.59028
C19 0.95987 -2.74236 -4.42421
C20 1.07352 -3.41134 -5.63598
C21 2.02190 -4.41008 -5.79462
C22 2.83920 -4.71488 -4.72210
C23 2.75000 -4.06280 -3.50764
C24 1.79766 -3.06622 -3.36464
N4 3.84475 -5.78706 -4.87728
O6 3.91291 -6.33872 -5.95311
O7 4.54214 -6.05263 -3.91481
H23 0.21383 -1.96641 -4.30924
H24 0.42311 -3.15681 -6.46161
H25 2.13118 -4.94453 -6.72643
H26 3.41351 -4.33142 -2.70083
H27 1.71226 -2.54455 -2.42000
C25 -3.29752 -5.88531 -3.53566
C26 -3.50684 -5.97220 -2.16513
C27 -4.47892 -5.19276 -1.55829
C28 -5.22348 -4.33875 -2.35178
C29 -5.03595 -4.23309 -3.71807
C30 -4.05811 -5.01778 -4.30893
N5 -6.26637 -3.51243 -1.71756
O8 -6.39724 -3.58789 -0.51022
O9 -6.92806 -2.78563 -2.43219
H28 -2.54291 -6.50283 -4.00476
H29 -2.91845 -6.65481 -1.56710
H30 -4.66702 -5.24662 -0.49650
H31 -5.64596 -3.55649 -4.29762
H32 -3.89682 -4.95628 -5.37656
C31 -2.99887 5.17957 -1.87750
C32 -1.63618 4.90699 -1.87491
C33 -0.71644 5.94023 -1.81197
C34 -1.18838 7.23729 -1.73504
C35 -2.53657 7.53840 -1.73812
C36 -3.44573 6.49249 -1.81283
N6 -0.20597 8.33767 -1.63469
O10 0.97221 8.03421 -1.63123
O11 -0.63517 9.46717 -1.55250
H33 -3.71232 4.36842 -1.94336
H34 -1.29718 3.88265 -1.94545
H35 0.34906 5.76009 -1.82168
H36 -2.85941 8.56746 -1.68353
H37 -4.50557 6.70719 -1.82231
C37 0.27765 1.50971 6.65920
C38 0.86237 1.65694 7.91010
C39 0.08905 2.02007 9.00208
C40 -1.26375 2.22671 8.80970
C41 -1.87273 2.08725 7.57714
C42 -1.08516 1.72497 6.49596
N7 -2.09873 2.60733 9.97129
O12 -1.54021 2.74266 11.03877
O13 -3.28745 2.75752 9.77673
H38 0.89235 1.21848 5.81705
H39 1.92292 1.48749 8.03900
H40 0.51780 2.14247 9.98552
H41 -2.93450 2.25690 7.47964
H42 -1.54869 1.59941 5.52520

Record 6
ORCA calculation (the ωB97M-V functional and the def2-TZVPD basis) on a 2-piece molecular cluster, C4H11N3O2 overall in a non-equilibrium geometry.

Output
* HOMO-LUMO gap: 9.63 eV
* SMILES: [H]/N=C(/N)NC.CC(=O)O
* HOMO level: -9.0 eV
* LUMO level: 0.7 eV
* energy above the lowest of the compared OMol25 structures with the same formula, charge and spin: 116.9 kJ/mol

Element x y z (Å)
C1 2.57550 -0.73154 -0.95169
C2 1.56187 -1.25924 -1.88965
O1 0.56471 -0.34918 -2.04955
O2 1.66631 -2.20919 -2.62213
H1 3.19043 0.00286 -1.46068
H2 3.27161 -1.42116 -0.46799
H3 2.10516 -0.30726 -0.06156
C3 -0.88058 0.57154 3.29468
C4 -1.41961 0.86307 0.91163
N1 -2.38806 0.28671 0.32934
N2 -1.52850 1.39065 2.23936
N3 -0.30051 1.23569 0.24220
H4 -3.11677 -0.10216 0.88815
H5 -0.03242 -0.52676 -2.78304
H6 -2.51979 1.53438 2.38912
H7 0.30088 1.89694 0.67543
H8 -0.30990 1.19241 -0.76934
H9 -1.14313 0.94274 4.27627
H10 0.18834 0.74765 3.21893
H11 -1.24437 -0.45057 3.16238